# 1
The following is a DFT calculation (the ωB97M-V functional and the def2-TZVPD basis) of a cluster of 13 separate species, C26H39N13 in total.

The geometry in XYZ format:
```
78
Properties=species:S:1:pos:R:3:forces:R:3:mulliken_charge:R:1
N 0.041479 -1.132342 3.818435 -0.3 -0.2 -0.4 -0.3888
N -0.222955 -4.736666 1.335428 -0.4 0.0 0.4 -0.4946
N -4.976119 -0.848086 -3.267339 0.0 -0.1 -0.7 -0.4383
N 0.149728 6.520512 3.753555 -0.8 -0.7 -1.2 -0.3941
N -2.642189 -0.848949 0.820763 -0.3 -0.5 0.0 -0.4543
N 2.490780 1.138176 2.259395 -0.2 0.0 0.0 -0.4924
N 2.756686 3.331368 -3.786940 1.0 0.6 -2.3 -0.4655
N -1.535636 5.614503 -2.577248 0.0 0.1 0.3 -0.4169
N -0.327000 1.141218 -3.523952 -0.3 -0.1 0.0 -0.3494
N 0.416217 -2.406902 -2.070834 -1.3 -1.2 -0.3 -0.2656
N -2.455679 1.681329 3.479259 -1.1 -0.8 -0.1 -0.3473
N 4.972431 -3.879544 0.441376 0.3 0.4 0.0 -0.5084
N 3.726824 -0.315747 -1.367029 -0.4 0.0 0.0 -0.3174
C -0.416357 5.865474 2.979578 0.1 -0.6 0.7 0.1989
C 1.855345 2.765865 -1.379971 1.5 0.7 -0.2 -0.3278
C -1.100089 4.856273 2.076073 0.2 0.9 0.7 -0.1290
C 0.589550 0.812022 5.489752 -1.0 -0.3 -0.1 -0.9892
C -0.529706 -3.072782 -2.199822 1.7 1.5 0.6 0.3696
C -3.348005 0.944879 3.412196 0.5 0.8 0.0 0.3990
C 2.823562 -4.856376 -0.703586 -0.3 0.8 0.3 -0.2470
C -1.725542 4.930559 -3.476967 0.1 -0.4 0.0 0.3463
C -1.573734 -0.464889 0.668408 1.3 1.4 -0.3 0.0848
C 0.562810 0.512974 -3.883723 0.9 0.1 0.1 0.2543
C -5.324213 0.792873 -1.253789 0.9 -0.5 -0.4 -0.3156
C 4.033245 -4.258522 -0.094590 -0.7 -1.2 0.0 0.3760
C -4.434449 -0.039347 3.385924 -0.7 0.3 0.4 -0.7606
C 2.633234 -0.001137 2.239684 0.7 -1.3 0.0 0.3095
C 2.925999 -1.482181 2.203400 -0.2 1.5 0.8 -0.6293
C 1.807967 -0.169825 -4.259884 0.1 1.2 -1.0 -0.4286
C -1.921081 4.072744 -4.639365 0.4 -0.2 -0.6 -0.6616
C -1.038256 -4.272434 2.005355 0.2 0.7 -0.5 0.3131
C 2.372117 3.105086 -2.749696 -2.2 -1.6 3.1 0.1504
C -1.790170 -3.764291 -2.314250 -1.3 -0.1 -1.3 -0.8128
C 4.804225 -0.655182 -1.553155 2.0 -0.1 0.0 0.3407
C 6.272872 -1.017916 -1.696622 -2.4 -0.6 -0.8 -0.8714
C -5.204450 -0.044983 -2.485623 -0.2 0.3 1.8 0.3151
C -2.017396 -3.520312 2.812220 0.6 -0.6 0.4 -0.2640
C 0.234474 -0.227041 4.490650 1.0 0.8 1.0 0.3981
C -0.280451 0.260404 0.430680 -0.6 -1.8 -0.6 -0.0317
H -0.297523 4.371951 1.491377 -0.6 0.2 0.1 -0.0026
H 0.222639 0.508355 1.334003 -0.1 0.7 0.9 0.0349
H 6.868879 -0.208811 -1.389117 0.7 1.0 0.7 0.2988
H -4.780697 0.268103 -0.441491 0.0 0.3 -0.6 -0.1027
H 6.503264 -1.185242 -2.752577 -0.2 -0.2 0.2 0.2907
H -4.851936 1.754337 -1.465741 -0.1 -0.1 0.3 0.2331
H -1.710753 -4.631183 -3.031345 -0.2 1.0 0.7 0.3329
H 2.644298 3.220519 -0.792879 0.3 -0.3 0.7 0.3997
H 3.045765 -5.756727 -1.331696 -0.2 1.0 0.7 0.3218
H 6.417717 -1.915095 -1.105743 0.3 -0.1 0.0 0.2713
H 2.035114 -5.010610 0.070810 0.8 -0.4 -0.4 0.1389
H -1.645919 4.088023 2.671205 0.6 0.6 -0.3 0.0384
H 1.752392 1.716280 -1.061672 0.3 0.4 -0.9 -0.0596
H 2.302291 0.325436 -5.121524 -0.5 0.0 0.5 0.3409
H -2.157432 -4.133607 -1.363810 0.3 -0.1 0.3 0.2259
H -2.383472 -4.227122 3.573072 -0.1 0.5 -0.1 0.3913
H 2.110981 -1.968518 1.698081 -0.3 -0.3 -0.1 0.0981
H 3.850603 -1.651294 1.670410 0.2 0.0 -0.1 0.3235
H -1.493008 -2.663974 3.268437 -0.2 -0.5 -0.1 -0.0917
H 3.015287 -1.850775 3.241504 -0.1 0.1 -0.6 0.3661
H 0.625985 0.317429 6.466997 0.1 0.1 -0.2 0.3367
H -4.712065 -0.357239 2.399536 0.1 0.3 -0.7 0.1942
H -2.830064 -3.123510 2.213995 0.0 -0.2 -0.2 0.2002
H -2.792442 4.469977 -5.200031 0.6 -0.5 0.2 0.2994
H -1.833287 5.408539 1.456448 0.6 -0.5 0.1 0.2939
H -6.327679 0.936613 -0.885778 -0.4 0.0 -0.4 0.3075
H 1.613056 -1.162383 -4.556753 -0.3 -1.2 -0.2 0.3840
H 1.510993 1.362814 5.299985 -0.1 -0.4 -0.3 0.3063
H -2.026311 2.992761 -4.382249 -0.1 0.9 0.0 0.1904
H 0.428987 -0.410804 -0.048643 -0.1 -0.4 -0.3 -0.0133
H -4.029657 -0.928117 3.823393 0.1 -0.6 0.6 0.1967
H 2.384494 -4.019075 -1.257013 0.0 -0.4 -0.6 -0.0474
H -0.988515 4.152944 -5.249600 -0.8 0.0 0.3 0.2437
H 0.999084 3.331711 -1.069058 -0.7 0.2 -0.5 0.2876
H -5.381005 0.244865 3.908400 1.1 0.1 -0.2 0.3254
H -0.242328 1.521104 5.511909 0.1 0.1 0.0 0.2681
H -2.556834 -2.999121 -2.662275 0.9 -1.1 0.1 0.2069
H -0.425461 1.056041 -0.281514 -0.3 0.5 0.1 0.3081
H 2.528489 -0.175401 -3.466804 0.1 0.1 0.7 -0.1922
```
Positions in Å, forces in eV/Å.

Output
Maximum force ... 4.2 eV/A
Energy above the lowest of the compared OMol25 structures with the same formula, charge and spin ... 38.35 kJ/mol

# 2
The following is a DFT calculation (the ωB97M-V functional and the def2-TZVPD basis) of a structure of composition C26H40AsClNP2PdS4.

The geometry in XYZ format:
```
76
Properties=species:S:1:pos:R:3:forces:R:3:mulliken_charge:R:1
Pd -0.601900 -0.156300 0.051900 1.8 0.7 0.7 -0.6443
As -2.979400 -0.757500 1.728300 -2.9 -1.5 1.6 0.4296
Cl -0.143500 0.122000 -2.359400 -0.4 -0.2 0.8 -0.4625
S -4.597500 0.018300 2.880600 0.6 0.6 -0.3 -0.5349
S -1.070600 -0.216500 2.637900 0.6 0.2 -2.3 -0.3032
S -3.244900 -2.876600 1.783700 0.6 0.0 -0.4 -0.5426
S -3.078700 -0.047400 -0.332900 2.0 0.1 0.2 -0.2842
P 0.039900 -2.572200 0.176400 -0.2 -0.3 0.2 1.2278
P -0.174900 2.301100 0.457100 0.5 0.2 0.5 1.7421
N 1.640300 -0.112800 0.374000 -2.5 0.0 -0.3 2.2440
C 1.437100 -2.716800 2.572300 0.0 0.1 -0.2 -1.3913
C 3.948700 4.254000 3.178700 -0.1 0.0 0.1 -1.6683
C 2.076400 3.194600 1.877900 0.3 -0.1 0.0 -0.5278
C -0.914800 -3.738300 -0.935700 -0.4 0.5 0.0 1.1308
C 4.383700 -1.939400 -1.227600 -0.1 -0.3 0.1 -0.6725
C -0.336400 -5.076900 -1.389200 0.2 0.1 0.2 -1.7975
C 0.271500 -3.394900 1.853600 -0.2 0.7 0.3 0.8259
C 3.327600 3.086200 2.470900 0.0 0.1 -0.1 0.5312
C -2.669300 3.173000 1.337200 0.1 -0.2 -0.1 -1.1586
C -0.955400 3.948000 -1.682000 0.0 0.0 0.1 -1.5344
C 3.643000 -0.889400 -0.744300 -0.4 0.1 0.1 -0.6105
C 0.262800 3.578000 -0.847000 -0.2 -0.5 -0.3 0.2997
C 4.739000 -4.407400 -1.602100 0.0 0.0 -0.2 -1.7347
C 2.344200 -1.092300 -0.230100 0.3 -1.1 -0.6 -0.8099
C -1.288300 -2.914300 -2.168900 -0.2 0.1 0.0 -1.3763
C -1.181100 3.389800 1.624900 -0.2 -0.4 -0.1 0.4341
C 2.184200 0.907800 1.069400 0.0 1.0 0.6 -2.2676
C 3.429400 0.795700 1.727700 -0.2 -0.2 -0.1 -0.2913
C 1.475800 2.131000 1.223800 0.1 -0.7 -0.1 0.7945
C 1.383900 3.065600 -1.741200 0.1 -0.1 0.0 -1.4224
C 2.552600 -3.427000 -0.841600 0.2 0.0 -0.1 -0.7340
C -0.928400 3.181400 3.114400 0.1 -0.1 0.1 -1.4386
C 3.974400 1.854000 2.413400 -0.2 0.2 -0.1 -1.0140
C 0.455900 -4.906500 1.824800 -0.2 0.2 -0.2 -1.6204
C 1.763000 -2.381600 -0.393900 0.0 0.9 0.0 0.1321
C 3.877200 -3.239300 -1.219000 0.0 -0.1 0.1 0.1828
H 4.781600 -4.527500 -2.686200 0.1 -0.1 -0.1 0.3162
H 0.615600 -5.260200 2.843200 0.0 0.0 0.1 0.5021
H -0.666900 4.629900 -2.480600 0.0 0.1 -0.1 0.4622
H 1.045000 2.193500 -2.299200 0.1 0.1 0.0 0.1531
H 4.045900 0.113600 -0.757100 0.0 0.0 0.1 0.5683
H -0.395400 -2.513900 -2.652300 -0.1 0.0 0.0 0.2858
H -1.821800 -3.529800 -2.893100 -0.1 -0.1 0.0 0.5265
H -1.932600 -2.072600 -1.901100 0.1 -0.1 -0.1 0.0729
H -1.825500 -3.932300 -0.344100 0.3 0.2 0.0 0.0724
H 1.311300 -1.633800 2.562300 0.1 0.0 0.1 -0.0693
H 5.757000 -4.272300 -1.235800 0.0 -0.1 0.0 0.4022
H 0.620300 4.462300 -0.300200 -0.1 -0.2 0.2 0.3664
H 0.493400 -4.932900 -2.075800 0.1 0.0 -0.1 0.3852
H 3.740300 5.183000 2.651500 0.0 0.1 0.0 0.3703
H -2.985500 2.202600 1.725800 -0.1 0.1 0.0 -0.0195
H -1.123100 -5.606200 -1.927000 -0.1 0.0 0.0 0.5065
H 4.343900 -5.330600 -1.181900 0.0 -0.1 0.0 0.3650
H -0.906900 4.422100 1.358400 0.1 -0.2 -0.1 0.5555
H -1.373300 3.050700 -2.134000 -0.1 -0.1 -0.1 0.2886
H 1.680400 3.836700 -2.452100 0.0 0.1 0.0 0.5636
H 3.951200 -0.151000 1.700600 0.0 0.0 0.0 0.5169
H 2.138100 -4.422800 -0.879500 0.0 -0.1 0.0 0.2244
H 0.129100 3.205600 3.365600 0.0 0.0 0.1 0.3224
H 1.558600 4.142300 1.936200 -0.1 0.1 0.0 0.3552
H -1.435700 3.974100 3.665000 0.0 0.1 0.0 0.4951
H -0.658400 -3.180900 2.399400 0.1 0.1 -0.2 0.4945
H 5.383700 -1.759100 -1.599300 0.1 0.0 0.0 0.4081
H 1.490500 -3.050700 3.607400 -0.1 0.0 0.1 0.5449
H -2.892000 3.188900 0.270300 -0.1 0.0 0.0 0.3288
H -0.435800 -5.394100 1.440400 0.0 -0.1 0.0 0.3442
H 5.027100 4.131800 3.258400 0.1 0.0 0.0 0.3816
H -1.322800 2.223100 3.447600 -0.1 0.1 -0.1 0.2206
H -3.271200 3.929000 1.841900 0.0 0.1 0.0 0.4604
H 4.927200 1.733900 2.911000 0.1 0.0 0.0 0.3586
H -0.017900 -5.708900 -0.568000 0.1 -0.1 0.0 0.3271
H 3.543400 4.346500 4.186900 0.0 0.1 0.1 0.3047
H 1.319500 -5.191400 1.228500 0.1 -0.1 -0.1 0.2341
H 2.381300 -2.956800 2.083100 0.1 0.0 0.0 0.2951
H -1.720700 4.434600 -1.081400 -0.1 0.0 0.0 0.3597
H 2.260200 2.781900 -1.157200 0.0 0.0 0.0 0.2162
```
Positions in Å, forces in eV/Å.

Output
Total charge ... -1
Maximum force ... 3.6 eV/A
Energy above the lowest of the compared OMol25 structures with the same formula, charge and spin ... 218.92 kJ/mol

# 3
The following is a DFT calculation (the ωB97M-V functional and the def2-TZVPD basis) of a structure of composition C26H40BIrN7SSe2SiTe2.

The geometry in XYZ format:
```
81
Properties=species:S:1:pos:R:3:forces:R:3:mulliken_charge:R:1
Ir 0.411214 0.286404 0.660095 0.1 -0.3 -0.2 2.2457
Te 1.958627 4.229867 0.697331 0.0 -0.1 0.1 -0.0596
Te 2.807846 4.405940 3.293177 -0.1 0.1 -0.1 -0.0069
Se 3.607104 2.216677 3.801245 0.1 -0.1 0.0 -0.1708
Se -0.003775 2.711039 0.577426 -0.1 0.3 0.3 -0.2274
S 0.026788 0.488065 -1.652847 0.1 -0.2 -0.3 -0.7337
Si -2.841853 0.467056 -3.751549 -0.1 0.0 0.0 0.1239
N 3.073042 -0.544672 1.600636 -0.1 -0.1 0.0 0.8572
N 0.387233 0.326849 2.855374 0.0 0.2 0.6 0.1024
N -1.567608 0.012120 0.194880 -0.4 0.3 0.3 0.0750
N 0.564035 -1.868758 0.740079 0.1 -0.3 -0.1 -0.3041
N 2.487570 0.220972 0.652243 0.3 0.4 0.2 0.3621
N 1.336228 -0.480504 3.402612 -0.1 0.0 -0.2 0.5708
N 1.331303 -2.329786 1.757330 0.1 0.1 -0.1 0.1021
C -4.651881 0.605157 -4.208656 -0.1 0.0 0.0 -1.2165
C -3.896171 -0.293995 -1.193076 -0.1 0.0 0.2 0.2294
C 0.032519 -2.950919 0.140611 -0.2 0.0 0.1 -0.5868
C 1.271853 -3.659110 1.824653 -0.1 0.0 0.0 -0.6366
C -0.682573 3.422319 4.119232 -0.1 0.0 0.1 -1.0332
C -1.594834 0.221612 -1.136766 -0.3 0.0 -0.2 -0.9289
C -0.780844 -2.963808 -1.123077 0.1 0.1 0.0 3.2372
C -1.975581 2.061998 -4.166391 0.1 0.1 0.0 -0.9742
C -0.201004 0.959964 3.912973 0.0 -0.2 -0.1 -0.0925
C 0.434276 -4.102466 0.827264 0.2 0.0 -0.1 -0.9656
C -2.097780 -0.974354 -4.674380 0.1 0.0 0.0 -0.9769
C 4.338162 2.609707 -1.508224 0.1 0.0 0.0 -1.9515
C -3.842611 -0.600609 0.174187 -0.1 0.0 -0.2 -1.7678
C 1.354426 -0.388620 4.728915 0.0 0.0 0.0 -0.5243
C 4.701984 0.301817 0.393117 0.0 -0.1 -0.1 -0.7350
C -2.777676 0.122676 -1.894478 0.2 0.0 0.1 0.8254
C 0.162228 -2.948998 -2.332615 0.0 0.0 0.0 -0.9327
C 0.387632 0.506429 5.097768 0.0 0.0 0.1 -1.0600
C 3.259406 0.616985 -2.569092 -0.1 0.0 0.0 -1.3020
C -2.470326 1.952851 3.112863 0.0 -0.1 0.0 -1.2232
C 4.400438 -0.506771 1.463211 0.0 0.0 0.0 -0.8268
C 3.252487 1.545915 -1.345948 -0.1 -0.1 -0.1 1.3879
C -1.683165 -4.194613 -1.193862 -0.1 0.0 0.1 -1.9530
C -2.655356 -0.427273 0.839633 0.2 0.0 -0.1 -0.4008
C -1.287759 2.015317 4.066636 0.1 0.1 -0.4 0.5158
C 3.467227 0.735737 -0.103308 -0.1 0.1 0.0 -0.1106
B 2.229487 -1.383191 2.563075 0.1 0.0 0.1 -0.5570
H -4.742988 0.955534 -5.239298 0.0 0.0 0.0 0.3259
H -1.097265 -5.109858 -1.295226 0.0 0.0 0.0 0.3942
H 0.741597 -2.029610 -2.375689 0.0 0.0 0.0 -0.1727
H 4.180252 0.030704 -2.592637 0.0 0.0 0.0 0.3917
H -2.159526 2.321210 -5.211822 0.0 0.0 0.0 0.3745
H -3.042470 1.038491 3.264763 -0.1 0.0 0.0 0.3028
H -2.531002 -0.653942 1.886234 0.0 0.0 0.1 0.8732
H -2.336656 -4.120817 -2.064126 0.0 0.0 0.0 0.3998
H -2.150009 2.008889 2.077570 0.0 0.0 -0.1 0.0484
H -1.424539 -2.086546 -1.144611 0.1 0.0 -0.1 -1.3048
H -2.504579 -1.919062 -4.305900 0.0 0.0 0.0 0.2953
H 0.130509 0.824917 6.093334 0.0 0.0 0.0 0.5029
H -1.012353 -1.006359 -4.563262 0.0 0.0 0.0 0.2194
H 2.050342 -0.972046 5.307394 0.0 0.0 0.0 0.4359
H 0.173018 -5.119841 0.599081 0.0 0.0 0.0 0.4469
H 2.419705 -0.078346 -2.555442 0.1 0.0 0.0 0.0574
H -0.318354 3.722683 3.141404 0.0 0.0 -0.1 -0.0038
H -5.164436 -0.357783 -4.147603 0.0 0.0 0.0 0.3278
H -3.137017 2.797305 3.296162 0.0 0.0 0.0 0.4896
H 2.948298 -2.021914 3.282332 0.0 0.0 0.0 -0.1201
H 4.468148 3.192723 -0.598105 0.0 0.0 0.0 0.3972
H 0.851874 -3.794291 -2.269888 0.0 0.0 0.0 0.4230
H 5.295420 2.144174 -1.754865 0.0 0.0 0.0 0.3635
H -4.840139 -0.410884 -1.712951 0.0 0.0 0.0 0.3786
H 5.676859 0.537583 0.004848 0.0 0.0 0.0 0.4677
H -4.712680 -0.959970 0.704419 0.0 0.0 0.0 0.4518
H -2.327421 -0.903022 -5.740309 0.0 0.0 0.0 0.4802
H -1.443619 4.140626 4.433952 0.0 0.0 0.0 0.3940
H -0.406666 -3.040929 -3.259496 0.0 0.0 0.0 0.3377
H -5.183879 1.313867 -3.570406 0.0 0.0 0.0 0.3686
H -1.679725 1.817588 5.067297 0.0 0.0 0.0 0.3422
H 0.144758 3.462641 4.828593 0.0 0.0 0.0 0.3036
H -2.342445 2.879973 -3.542658 0.0 0.0 0.0 0.3339
H -0.897750 1.992835 -4.015461 0.0 0.0 0.0 0.2532
H -2.310415 -4.287756 -0.305587 0.0 0.0 0.0 0.4273
H 4.080402 3.290531 -2.320576 0.0 0.0 0.0 0.4144
H 2.273660 2.026268 -1.270035 0.0 0.0 0.0 -0.1463
H 3.199708 1.202660 -3.488503 0.0 0.0 0.0 0.3845
H 5.032507 -1.061799 2.135939 0.0 0.0 0.0 0.4831
H 1.826575 -4.191438 2.578844 0.0 0.0 0.0 0.4806
```
Positions in Å, forces in eV/Å.

Output
<S²> ... 0.76
Spin multiplicity ... 2
Maximum force ... 0.6 eV/A
Energy above the lowest of the compared OMol25 structures with the same formula, charge and spin ... 0.09 kJ/mol